No. 1
Formula: H28O14
Source: the OMol25 dataset
Level of theory: ωB97M-V/def2-TZVPD

Atoms and positions in Å:
O 0.4504 -0.2889 -0.1210
H -0.4112 -0.5918 0.1180
H 0.4855 0.4161 -0.7873
O -2.8428 0.9019 1.1932
H -2.1648 0.4155 1.6754
H -3.4424 1.2722 1.8545
O 1.1183 -2.2445 -1.7739
H 0.8669 -1.4333 -1.2541
H 1.7328 -2.6463 -1.1222
O -1.1704 2.2816 -0.3631
H -0.3235 2.1605 0.0796
H -1.7278 1.9508 0.3247
O -1.8298 2.5099 -2.9477
H -1.4886 3.3625 -3.1880
H -1.3689 2.2820 -2.1294
O 1.4767 -1.3644 2.9221
H 2.0888 -0.5892 2.7301
H 0.6731 -1.0852 2.5652
O 1.1170 1.7434 -2.1747
H 1.4042 2.6120 -2.3729
H 0.9601 1.3971 -3.0528
O 2.4803 -2.8285 0.9423
H 1.9171 -2.2821 1.5099
H 3.0336 -3.3666 1.4452
O 1.4193 2.3854 0.6392
H 1.1024 2.9040 1.3423
H 1.5216 1.5214 0.9956
O -2.2820 -2.9623 -0.6115
H -1.5803 -2.9398 0.0109
H -2.5805 -3.8678 -0.6443
O -0.5796 -2.6872 1.5958
H -1.3268 -2.1758 1.9493
H -0.4878 -3.3572 2.2765
O -1.6173 -0.0732 -2.8144
H -2.3613 -0.2069 -2.1746
H -1.6625 0.8605 -2.9872
O 3.5547 0.9222 -1.5325
H 3.9799 1.7856 -1.5347
H 2.6020 1.0817 -1.6447
O -0.6072 0.6155 2.8117
H -1.0278 1.4468 2.7578
H -1.1016 0.1622 3.4917

Its relative energy (zero: lowest compared OMol25 entry of this formula, charge and spin) is 256.7 kJ/mol. Its energy is -29118.9911 eV. The spin multiplicity is 1. The calculation puts the gap between HOMO and LUMO at 8.2 eV. The value obtained for the HOMO energy is -9.08 eV. The LUMO energy comes out at -0.870 eV.

Mulliken atomic charge list, values in e, 2 entries: 0.177, 0.105

=====

No. 2
Formula: C16H17N
Source: the OMol25 dataset
Level of theory: ωB97M-V/def2-TZVPD

Atoms and positions in Å:
C 4.7676 -0.1193 0.0844
C 3.3835 -0.2185 -0.4982
C 2.8302 -1.2755 -1.1583
N 1.5766 -0.8948 -1.6388
C 1.3786 0.4291 -1.3438
C 0.2022 1.1423 -1.6360
C 0.1980 2.4814 -1.3100
C 1.2648 2.9843 -0.5205
C 2.4018 2.2387 -0.2198
C 2.4800 0.9261 -0.6445
H 5.2807 0.7571 -0.3049
H 5.2432 -1.0597 -0.1975
H 4.6983 -0.0907 1.1743
H 3.2659 -2.2317 -1.3887
H 1.0650 -1.5032 -2.2628
H -0.5035 0.6621 -2.2986
H -0.5601 3.2194 -1.5210
H 1.4163 4.0397 -0.3306
H 3.2551 2.6229 0.3281
C -0.9957 -0.2188 1.8530
C -2.2652 -0.7190 1.2183
C -2.6383 -0.5678 -0.1114
C -3.8430 -1.1279 -0.5404
C -4.7930 -1.5785 0.3209
C -4.4329 -1.7192 1.6792
C -3.1792 -1.3637 2.1081
H -0.6111 -0.9316 2.5838
H -0.9170 0.7347 2.3764
H -0.2219 -0.1280 1.0757
H -2.1216 0.2131 -0.6563
H -3.9308 -1.1918 -1.6253
H -5.7950 -1.8220 -0.0006
H -5.0778 -2.3592 2.2750
H -2.8217 -1.3301 3.1304

The structure (SMILES) is Cc1c[nH]c2ccccc12.Cc1ccccc1. Its relative energy (zero: lowest compared OMol25 entry of this formula, charge and spin) is 116.1 kJ/mol. Its energy is -18357.1381 eV. The spin multiplicity is 1. The calculation puts the gap between HOMO and LUMO at 8.8 eV. The value obtained for the HOMO energy is -7.94 eV. The LUMO energy comes out at 0.841 eV.

Mulliken atomic charge list, values in e, 2 entries: -1.242, 0.515

=====

No. 3
Formula: C5H9NO2
Source: the OMol25 dataset
Level of theory: ωB97M-V/def2-TZVPD

Atoms and positions in Å:
C -2.5213 0.0564 0.0192
O -1.3018 0.2173 0.6804
C -0.2785 -0.1059 -0.4071
O 0.0494 1.1609 -1.0699
N 0.7607 1.9538 -0.1535
C 1.1894 1.1678 0.8417
C 0.8736 -0.3446 0.4224
C 1.9776 -0.8274 -0.3070
H -2.5061 -0.7624 -0.8079
H -3.5708 -0.2678 0.4987
H -2.8339 1.0319 -0.3746
H -1.0674 -0.7900 -1.1233
H 1.7581 1.5677 1.8187
H 0.3540 -0.8562 1.3420
H 2.0253 -2.1101 -0.5412
H 2.3176 -0.2398 -1.2655
H 2.7740 -0.8518 0.4269

The structure (SMILES) is CO[C@H]1ON=C[C@@H]1C. Its relative energy (zero: lowest compared OMol25 entry of this formula, charge and spin) is 646.0 kJ/mol. Its energy is -10909.8808 eV. The spin multiplicity is 1. The calculation puts the gap between HOMO and LUMO at 10.6 eV. The value obtained for the HOMO energy is -9.71 eV. The LUMO energy comes out at 0.852 eV.

Mulliken atomic charge list, values in e, 2 entries: -0.697, -0.382

=====

No. 4
Formula: C16H22Br2O
Source: the OMol25 dataset
Level of theory: ωB97M-V/def2-TZVPD

Atoms and positions in Å:
C 2.9659 -1.7900 1.0768
C 3.4311 -1.2700 2.3009
C 3.1829 0.0250 2.6941
C 2.3408 0.9029 1.9671
C 1.9425 0.4495 0.7200
C 2.1852 -0.9036 0.3210
H 3.3033 -2.7315 0.6691
H 4.1346 -1.8280 2.9011
H 3.5931 0.3164 3.6497
H 2.1774 1.9306 2.2561
H 1.2031 0.9914 0.1492
H 1.8198 -1.3702 -0.5819
C -0.5519 -0.3496 -0.9839
C 0.1166 0.8447 -1.2506
C -0.0084 1.3557 -2.5765
C -0.8747 0.7496 -3.4918
C -1.5172 -0.4514 -3.1535
C -1.3418 -0.8799 -1.8603
H -0.3631 -0.9528 -0.1082
H 0.7431 1.2988 -0.4972
H 0.5142 2.2529 -2.8738
H -1.0999 1.1465 -4.4707
H -2.1864 -1.0350 -3.7683
H -1.8805 -1.7982 -1.6792
Br -3.5656 2.2542 -3.1030
C -3.2122 2.5611 -1.1795
C -2.6633 1.3517 -0.4202
Br -3.7605 -0.3278 -0.4744
H -4.1666 2.8955 -0.7728
H -2.5452 3.4083 -1.0196
H -2.5771 1.5148 0.6541
H -1.7395 1.0400 -0.9076
C -0.6933 -0.8038 1.3408
C 0.2063 -1.8904 1.9252
O 1.2263 -1.2190 2.7385
H -1.3592 -1.4326 0.7498
H -0.0716 -0.1393 0.7407
H -1.2176 -0.2735 2.1357
H 0.5647 -2.5592 1.1426
H -0.2354 -2.4752 2.7320
H 1.9800 -0.8086 2.3084

The structure (SMILES) is c1ccccc1.c1ccccc1.BrCCBr.CCO. Its relative energy (zero: lowest compared OMol25 entry of this formula, charge and spin) is 1012.3 kJ/mol. Its energy is -159070.3311 eV. The spin multiplicity is 1. The calculation puts the gap between HOMO and LUMO at 9.0 eV. The value obtained for the HOMO energy is -8.38 eV. The LUMO energy comes out at 0.598 eV.

Mulliken atomic charge list, values in e, 2 entries: -0.898, -0.104

=====

No. 5
Formula: CH7N2O
Source: the OMol25 dataset
Level of theory: ωB97M-V/def2-TZVPD

Atoms and positions in Å:
N 0.7552 -2.7427 -0.8430
H 0.4837 -1.9567 -0.3716
H 1.3583 -3.3916 -0.3483
H 1.4582 -2.4246 -1.5525
N -0.3326 -0.2536 0.4174
C -0.0357 1.4960 -0.0322
O -0.6536 2.3355 0.6886
H -0.5518 -0.9103 1.2497
H -0.9385 -0.7587 -0.1641
H 1.0564 1.3538 -0.0074
H -0.3815 1.4023 -1.1422

Its relative energy (zero: lowest compared OMol25 entry of this formula, charge and spin) is 171.3 kJ/mol. Its energy is -6176.5624 eV. The spin multiplicity is 1. Its total charge is -1. The calculation puts the gap between HOMO and LUMO at 7.4 eV. The value obtained for the HOMO energy is -2.91 eV. The LUMO energy comes out at 4.447 eV.

Mulliken atomic charge list, values in e, 2 entries: -0.742, 0.460

=====

No. 6
Formula: C45H43Cl5FGeN3O3ScSe2
Source: the OMol25 dataset
Level of theory: ωB97M-V/def2-TZVPD

Atoms and positions in Å:
Sc -2.2227 -0.1199 -1.6043
F 3.2936 -0.5378 2.4408
C 2.1056 0.0179 2.7504
C 1.1631 0.1163 1.7709
C -0.0535 0.7543 2.0318
C -1.0499 0.8670 0.9921
O -0.9074 0.2335 -0.0978
C -2.1667 1.6935 1.2828
C -2.3469 2.1491 2.5579
N -1.5016 1.8998 3.5715
C -1.8824 2.2705 4.9216
C -3.2719 1.9516 5.3802
C -2.1121 1.1826 5.9302
C -0.2988 1.2659 3.3173
C 0.6743 1.1211 4.3115
C 1.8906 0.5080 4.0541
N 2.8395 0.3936 5.0882
C 3.8721 -0.6296 5.0642
C 4.2233 -1.0071 6.4977
N 4.6924 0.2197 7.2213
C 3.6374 1.2834 7.2133
C 3.2847 1.5992 5.7656
C -3.2264 2.0529 0.2527
O -4.0173 2.9288 0.5142
O -3.1725 1.3862 -0.8608
H 1.3743 -0.2657 0.7799
H -3.2263 2.7358 2.7892
H -1.4394 3.1985 5.2623
H -3.9276 1.4359 4.6915
H -3.7770 2.6743 6.0041
H -1.9931 0.1599 5.5962
H -1.7991 1.3620 6.9492
H 0.4670 1.4760 5.3110
H 4.7782 -0.2963 4.5370
H 3.5082 -1.5189 4.5598
H 5.0118 -1.7570 6.5239
H 3.3432 -1.3836 7.0152
H 5.5197 0.5791 6.7382
H 4.9717 -0.0076 8.1762
H 4.0151 2.1640 7.7297
H 2.7682 0.8963 7.7412
H 4.1685 2.0293 5.2658
H 2.5030 2.3531 5.7421
Cl -3.5094 -1.2135 1.0278
C -3.0993 -2.5985 0.0514
C -2.5745 -2.3135 -1.2055
C -2.3542 -3.4347 -2.0042
Cl -1.7871 -3.1800 -3.6194
C -2.5968 -4.7405 -1.5897
Cl -2.3363 -6.0639 -2.6502
C -3.0583 -4.9635 -0.2916
Cl -3.3224 -6.5616 0.2659
C -3.3226 -3.8765 0.5414
Cl -3.9212 -4.1270 2.1315
C -2.6499 3.8608 -3.1455
Se -1.7505 2.1652 -3.4763
C -2.8701 1.5833 -4.9688
C -4.2685 1.1881 -4.5306
Se -4.3309 -0.5195 -3.5718
C -4.0120 -1.6357 -5.1400
H -2.4601 4.4945 -4.0067
H -2.2160 4.3023 -2.2524
H -3.7135 3.7029 -2.9923
H -2.3318 0.7669 -5.4501
H -2.9140 2.4218 -5.6650
H -4.9322 1.0925 -5.3897
H -4.6965 1.9213 -3.8488
H -4.8026 -1.4264 -5.8556
H -4.0661 -2.6722 -4.8239
H -3.0320 -1.4303 -5.5614
C 0.9110 0.4008 -7.4175
C 1.2823 1.3672 -6.4920
C 1.0827 1.1455 -5.1378
C 0.5437 -0.0625 -4.6961
C 0.1854 -1.0333 -5.6334
C 0.3702 -0.8039 -6.9886
Ge 0.3060 -0.3882 -2.7601
C 1.5030 0.9070 -1.8116
C 1.1568 2.2142 -1.4723
C 2.0439 3.0380 -0.7954
C 3.2998 2.5642 -0.4428
C 3.6613 1.2668 -0.7702
C 2.7656 0.4428 -1.4393
C 1.1247 -2.1225 -2.2726
C 2.0560 -2.6849 -3.1421
C 2.6808 -3.8796 -2.8119
C 2.3686 -4.5244 -1.6240
C 1.4580 -3.9566 -0.7431
C 0.8432 -2.7554 -1.0644
H 1.0501 0.5822 -8.4753
H 1.7303 2.2954 -6.8219
H 1.3693 1.9036 -4.4193
H -0.2070 -1.9866 -5.3023
H 0.0971 -1.5649 -7.7083
H 0.1828 2.6072 -1.7268
H 1.7638 4.0549 -0.5494
H 3.9937 3.2088 0.0821
H 4.6426 0.8908 -0.5091
H 3.0518 -0.5733 -1.6815
H 2.2917 -2.1859 -4.0754
H 3.4109 -4.3061 -3.4877
H 2.8356 -5.4712 -1.3856
H 1.2254 -4.4537 0.1908
H 0.1348 -2.3142 -0.3736

Its relative energy (zero: lowest compared OMol25 entry of this formula, charge and spin) is 44.3 kJ/mol. Its energy is -331203.1093 eV. The spin multiplicity is 2. Its total charge is +2. The calculation puts the gap between HOMO and LUMO (spin up / spin down) at 7.2 / 6.0 eV. The value obtained for the HOMO energy (spin up / spin down) is -12.24 / -12.41 eV. The LUMO energy (spin up / spin down) comes out at -5.014 / -6.421 eV.

Mulliken atomic charge list, values in e, 2 entries: -0.708, -0.434

=====

Copy entry 4 word for word.
Formula: C16H22Br2O
Source: the OMol25 dataset
Level of theory: ωB97M-V/def2-TZVPD

Atoms and positions in Å:
C 2.9659 -1.7900 1.0768
C 3.4311 -1.2700 2.3009
C 3.1829 0.0250 2.6941
C 2.3408 0.9029 1.9671
C 1.9425 0.4495 0.7200
C 2.1852 -0.9036 0.3210
H 3.3033 -2.7315 0.6691
H 4.1346 -1.8280 2.9011
H 3.5931 0.3164 3.6497
H 2.1774 1.9306 2.2561
H 1.2031 0.9914 0.1492
H 1.8198 -1.3702 -0.5819
C -0.5519 -0.3496 -0.9839
C 0.1166 0.8447 -1.2506
C -0.0084 1.3557 -2.5765
C -0.8747 0.7496 -3.4918
C -1.5172 -0.4514 -3.1535
C -1.3418 -0.8799 -1.8603
H -0.3631 -0.9528 -0.1082
H 0.7431 1.2988 -0.4972
H 0.5142 2.2529 -2.8738
H -1.0999 1.1465 -4.4707
H -2.1864 -1.0350 -3.7683
H -1.8805 -1.7982 -1.6792
Br -3.5656 2.2542 -3.1030
C -3.2122 2.5611 -1.1795
C -2.6633 1.3517 -0.4202
Br -3.7605 -0.3278 -0.4744
H -4.1666 2.8955 -0.7728
H -2.5452 3.4083 -1.0196
H -2.5771 1.5148 0.6541
H -1.7395 1.0400 -0.9076
C -0.6933 -0.8038 1.3408
C 0.2063 -1.8904 1.9252
O 1.2263 -1.2190 2.7385
H -1.3592 -1.4326 0.7498
H -0.0716 -0.1393 0.7407
H -1.2176 -0.2735 2.1357
H 0.5647 -2.5592 1.1426
H -0.2354 -2.4752 2.7320
H 1.9800 -0.8086 2.3084

The structure (SMILES) is c1ccccc1.c1ccccc1.BrCCBr.CCO. Its relative energy (zero: lowest compared OMol25 entry of this formula, charge and spin) is 1012.3 kJ/mol. Its energy is -159070.3311 eV. The spin multiplicity is 1. The calculation puts the gap between HOMO and LUMO at 9.0 eV. The value obtained for the HOMO energy is -8.38 eV. The LUMO energy comes out at 0.598 eV.

Mulliken atomic charge list, values in e, 2 entries: -0.898, -0.104